# 1
ORCA calculation (ωB97M-V with the def2-TZVPD basis set) on one molecule with the formula C21H27N5O2S in a non-equilibrium geometry.

The electronic energy is -44597.00783 eV. Its energy above the lowest of the compared OMol25 structures with the same formula, charge and spin is 96.8 kJ/mol. Its spin multiplicity is 1. As for the net charge: 0. As for the SMILES: C=CCn1c(CNC(=O)c2ccccc2C)nnc1SCC(=O)NC1CCCC1. For the orbital gap, the calculation gives 9.30 eV. As for the HOMO energy: -8.65 eV.

Atoms and positions in Å:
1 C -3.0336 -4.6527 -1.0685
2 C -2.0377 -4.1602 -0.3583
3 C -1.3210 -2.8875 -0.7037
4 N -1.5012 -1.9050 0.3397
5 C -2.4954 -0.9755 0.4152
6 N -2.3813 -0.2725 1.5167
7 N -1.3090 -0.7338 2.1808
8 C -0.7879 -1.7103 1.4924
9 C 0.4920 -2.3878 1.8438
10 N 1.6087 -1.5702 1.4075
11 C 2.1330 -1.6975 0.1607
12 O 1.8005 -2.5996 -0.5871
13 C 3.1529 -0.6615 -0.1670
14 C 4.1272 -0.3482 0.7762
15 C 5.0918 0.6034 0.5029
16 C 5.0797 1.2566 -0.7176
17 C 4.1139 0.9462 -1.6580
18 C 3.1438 -0.0165 -1.4090
19 C 2.1034 -0.3259 -2.4388
20 H 2.0814 -1.3943 -2.6411
21 H 1.1159 -0.0367 -2.0799
22 H 2.3055 0.2097 -3.3625
23 H 4.1118 1.4584 -2.6093
24 H 5.8256 2.0054 -0.9387
25 H 5.8478 0.8336 1.2383
26 H 4.1430 -0.8736 1.7205
27 H 1.7828 -0.7257 1.9299
28 H 0.5742 -3.3544 1.3427
29 H 0.5467 -2.5164 2.9261
30 S -3.6876 -0.7657 -0.8258
31 C -4.4702 0.7816 -0.2599
32 H -4.6351 0.6914 0.8119
33 H -5.4127 0.8351 -0.8025
34 C -3.6007 1.9876 -0.6211
35 O -3.8065 2.6514 -1.6154
36 N -2.6240 2.2190 0.2685
37 H -2.4781 1.5431 1.0156
38 C -1.5834 3.2001 0.0469
39 C -0.9322 3.5777 1.3744
40 H -1.6668 3.7037 2.1678
41 H -0.3926 4.5167 1.2503
42 C 0.0462 2.4305 1.6609
43 H 0.9273 2.7894 2.1914
44 H -0.4302 1.6720 2.2827
45 C 0.4135 1.8334 0.2881
46 H 1.4806 1.9167 0.0814
47 H 0.1589 0.7730 0.2607
48 C -0.4114 2.6075 -0.7478
49 H -0.7629 1.9797 -1.5655
50 H 0.1762 3.4210 -1.1728
51 H -2.0406 4.0441 -0.4761
52 H -0.2460 -3.0651 -0.8259
53 H -1.7244 -2.4657 -1.6283
54 H -1.6952 -4.6559 0.5407
55 H -3.5272 -5.5693 -0.7954
56 H -3.3894 -4.1608 -1.9584

***

# 2
ORCA calculation (ωB97M-V with the def2-TZVPD basis set) on C4H20BCs2N8O4 as an isolated structure in a non-equilibrium geometry.

The electronic energy is -26350.12372 eV. Its spin multiplicity is 1. As for the net charge: +1. For the orbital gap, the calculation gives 6.71 eV. As for the HOMO energy: -10.78 eV.

Atoms and positions in Å:
1 Cs -3.8942 3.1760 -1.1011
2 Cs 2.9965 2.7633 -0.8231
3 B -0.4100 0.4388 -0.6649
4 H -1.1501 -0.3376 -0.7811
5 H -0.7997 1.3326 -0.2028
6 H 0.3936 0.0503 -0.0586
7 H -0.0952 0.6815 -1.6680
8 C 2.6552 -0.0300 -5.1319
9 O 3.5585 -0.3074 -5.9238
10 N 1.7343 0.8665 -5.3680
11 N 2.5762 -0.6229 -3.9467
12 H 0.9085 0.7941 -4.7910
13 H 1.8063 1.2238 -6.3099
14 H 3.2024 -1.3706 -3.6842
15 H 1.7490 -0.4514 -3.3931
16 C -1.2167 -1.7262 3.6349
17 O -1.4886 -2.3804 4.6460
18 N -2.0822 -1.2798 2.7556
19 N 0.0000 -1.5306 3.2099
20 H -3.0681 -1.3925 2.9439
21 H -1.7924 -0.7630 1.9377
22 H 0.7395 -1.8165 3.8356
23 H 0.2238 -0.8999 2.4535
24 C -0.9828 -4.4662 -0.6682
25 O -1.0306 -5.6682 -0.4914
26 N -1.9769 -3.7293 -1.0430
27 N 0.0875 -3.7614 -0.6928
28 H -2.8738 -4.1886 -1.1126
29 H -1.8364 -2.7352 -1.1530
30 H -0.0386 -2.7600 -0.7286
31 H 0.9846 -4.2154 -0.5969
32 C 0.5796 4.1525 3.1413
33 O 1.6303 3.5077 3.2947
34 N -0.5707 3.5674 2.8631
35 N 0.4830 5.4567 3.2532
36 H -1.4306 4.0236 3.1324
37 H -0.4770 2.6318 2.4945
38 H -0.4315 5.8762 3.1649
39 H 1.3373 5.8901 3.5733

***

# 3
ORCA calculation (ωB97M-V with the def2-TZVPD basis set) on C30H45IrN9OPS2 as an isolated structure in a non-equilibrium geometry.

The electronic energy is -81067.92592 eV. Its energy above the lowest of the compared OMol25 structures with the same formula, charge and spin is 185.6 kJ/mol. Its spin multiplicity is 6. As for the net charge: +3. For the orbital gap (spin up / spin down), the calculation gives 6.83 / 3.61 eV. Its expectation value of S² is 8.817. As for the HOMO energy (spin up / spin down): -14.49 / -15.05 eV.

Atoms and positions in Å:
1 Ir 0.3271 0.1956 0.3807
2 C -1.4752 -3.6530 -1.7859
3 C -0.6573 -2.8225 -0.8431
4 N -0.7959 -1.5120 -0.8506
5 N -1.6848 -1.0007 -1.6938
6 C -1.6509 0.2256 -2.0875
7 S -0.3220 1.3103 -1.8051
8 S -2.9126 0.9008 -3.0674
9 C -4.1011 -0.4951 -3.2631
10 C -5.2031 -0.4077 -2.2598
11 C -5.2659 -1.2850 -1.1782
12 C -6.3437 -1.2369 -0.3109
13 C -7.3519 -0.2946 -0.4939
14 C -7.2870 0.5866 -1.5659
15 C -6.2166 0.5382 -2.4352
16 C 0.2481 -3.5018 0.0358
17 C 0.5622 -4.8545 -0.1909
18 C 1.3241 -5.5877 0.6873
19 C 1.8300 -4.9829 1.8480
20 C 1.5917 -3.6617 2.0943
21 C 0.8031 -2.8596 1.2111
22 O 0.6226 -1.6421 1.5171
23 H -2.3425 -3.0834 -2.1072
24 H -1.8073 -4.5756 -1.3151
25 H -0.8880 -3.9080 -2.6688
26 H -3.5161 -1.4057 -3.1755
27 H -4.4854 -0.3805 -4.2771
28 H -4.4908 -2.0257 -1.0374
29 H -6.4112 -1.9399 0.5054
30 H -8.1826 -0.2473 0.1942
31 H -8.0752 1.3028 -1.7266
32 H -6.1727 1.2205 -3.2694
33 H 0.2023 -5.3441 -1.0803
34 H 1.5163 -6.6298 0.4949
35 H 2.4227 -5.5632 2.5374
36 H 1.9824 -3.1665 2.9710
37 C 5.5365 -1.6448 -1.3740
38 N 5.5043 -0.1596 -1.0240
39 C 5.4297 0.6278 -2.3381
40 N 4.3286 0.2007 -3.1062
41 C 4.4142 -1.2167 -3.4048
42 N 4.4225 -1.9892 -2.1718
43 C 3.1568 -1.9605 -1.4744
44 P 2.6730 -0.2293 -0.9458
45 C 4.3479 0.1493 -0.1530
46 C 3.0432 0.5983 -2.5833
47 H 5.5558 -2.2186 -0.4411
48 H 6.4584 -1.8273 -1.9325
49 H 6.3727 0.0931 -0.5415
50 H 6.3611 0.4447 -2.8798
51 H 5.3553 1.6929 -2.1004
52 H 5.3346 -1.4177 -3.9553
53 H 3.5737 -1.5213 -4.0266
54 H 3.2155 -2.5968 -0.5848
55 H 2.3830 -2.3659 -2.1317
56 H 4.4293 -0.4394 0.7670
57 H 4.3781 1.2085 0.1153
58 H 3.0143 1.6855 -2.4627
59 H 2.2610 0.3266 -3.2982
60 C 4.4569 0.7597 4.2057
61 C 3.2746 1.7111 3.9837
62 C 2.5473 1.3345 2.8190
63 N 2.0308 1.0225 1.8413
64 H 5.0027 1.0764 5.0884
65 H 5.1368 0.7825 3.3573
66 H 4.1103 -0.2581 4.3651
67 H 3.6317 2.7367 3.8478
68 H 2.6068 1.6915 4.8490
69 C -2.7093 4.3625 3.0768
70 N -1.7275 3.2990 3.0342
71 C -0.4511 3.6196 3.6286
72 C -1.7998 2.2584 2.1422
73 N -0.7400 1.8824 1.4643
74 N -2.9781 1.6326 1.9721
75 C -4.0564 1.6301 2.9348
76 C -3.1184 0.7515 0.8424
77 H -2.2278 5.3065 2.8035
78 H -3.1179 4.4791 4.0838
79 H -3.5197 4.1703 2.3791
80 H -0.6272 4.0675 4.6064
81 H 0.1238 4.3329 3.0257
82 H 0.1253 2.7048 3.7651
83 H 0.0196 2.5443 1.5832
84 H -3.7564 2.1205 3.8549
85 H -4.3363 0.5997 3.1685
86 H -4.9349 2.1340 2.5247
87 H -2.9755 1.3196 -0.0778
88 H -4.1126 0.3138 0.8417
89 H -2.3677 -0.0489 0.8864

***

# 4
ORCA calculation (ωB97M-V with the def2-TZVPD basis set) on one molecule with the formula C3H4N2 in a non-equilibrium geometry.

The electronic energy is -6154.25164 eV. Its energy above the lowest of the compared OMol25 structures with the same formula, charge and spin is 159.1 kJ/mol. Its spin multiplicity is 1. As for the net charge: 0. As for the SMILES: N#C[C@H]1CN1. For the orbital gap, the calculation gives 11.17 eV. As for the HOMO energy: -10.40 eV.

Atoms and positions in Å:
1 N 2.6414 -0.1185 -0.4767
2 C 1.5155 -0.0432 -0.2374
3 C 0.1972 0.5120 -0.0849
4 C -1.0065 -0.3242 -0.2611
5 N -0.6408 0.1819 1.0557
6 H 0.2276 1.5475 -0.4067
7 H -1.8604 0.1588 -0.7206
8 H -0.8763 -1.3783 -0.4935
9 H -0.1975 -0.5359 1.6252

***

# 5
ORCA calculation (ωB97M-V with the def2-TZVPD basis set) on C19H11BrN3O4PtSbSe4 as an isolated structure in a non-equilibrium geometry.

The electronic energy is -373750.77835 eV. Its spin multiplicity is 1. As for the net charge: 0. For the orbital gap (spin up / spin down), the calculation gives 4.11 / 4.11 eV. As for the HOMO energy (spin up / spin down): -7.28 / -7.28 eV.

Atoms and positions in Å:
1 Pt -0.0819 -0.4313 0.9637
2 O -4.4288 2.8802 -3.5530
3 N -4.6277 1.6870 -3.5210
4 O -5.5340 1.1324 -4.1005
5 C -3.7412 0.8332 -2.7434
6 C -3.9542 -0.5089 -2.8642
7 C -3.1593 -1.4432 -2.1617
8 C -3.2844 -2.8329 -2.3415
9 C -2.4813 -3.6800 -1.6195
10 C -1.5625 -3.1236 -0.7248
11 N -1.4211 -1.8304 -0.5537
12 C -2.2003 -0.9770 -1.2342
13 C -2.0241 0.4367 -1.0451
14 N -1.1737 0.8733 -0.0921
15 C -0.8854 2.1574 0.0006
16 C -1.4311 3.1022 -0.8582
17 C -2.3705 2.7138 -1.7835
18 C -2.7251 1.3565 -1.8729
19 H -4.7470 -0.8517 -3.5159
20 H -4.0090 -3.2069 -3.0481
21 H -2.5338 -4.7493 -1.7422
22 H -0.9183 -3.7576 -0.1323
23 H -0.1930 2.4619 0.7780
24 H -1.1261 4.1330 -0.7861
25 H -2.8223 3.4460 -2.4347
26 Br 5.5289 -0.4921 0.6188
27 C 4.0515 -1.1525 1.6026
28 C 4.2627 -1.5474 2.9195
29 C 3.2077 -2.0064 3.6846
30 C 1.9350 -2.0887 3.1389
31 C 1.7243 -1.6831 1.8285
32 C 2.7791 -1.2018 1.0426
33 C 2.4990 -0.6805 -0.3586
34 O 3.3317 -0.7406 -1.2353
35 O 1.3327 -0.1663 -0.5260
36 H 5.2573 -1.4903 3.3317
37 H 3.3691 -2.2976 4.7105
38 H 1.1201 -2.4683 3.7400
39 H 0.7233 -1.9259 1.3399
40 Se 0.0409 -0.8987 6.1570
41 Sb -0.8233 0.5091 4.3526
42 Se 1.0548 1.3312 2.8018
43 Se -2.4347 2.2426 4.9861
44 Se -1.9090 -0.9470 2.4956

***

# 6
ORCA calculation (ωB97M-V with the def2-TZVPD basis set) on a 14-piece molecular cluster, C4H39N2O13 overall in a non-equilibrium geometry.

The electronic energy is -34377.10942 eV. Its energy above the lowest of the compared OMol25 structures with the same formula, charge and spin is 0.0 kJ/mol. Its spin multiplicity is 1. As for the net charge: +1. For the orbital gap, the calculation gives 10.16 eV. As for the HOMO energy: -12.55 eV.

Atoms and positions in Å:
1 C -0.0469 2.9033 -0.4990
2 C -0.1100 1.6801 0.4027
3 C -1.2567 1.8327 1.4109
4 C -1.9461 0.5401 1.8414
5 N -0.9732 -0.5188 2.2475
6 N -0.2213 0.4354 -0.3664
7 H 0.0863 3.8557 0.0323
8 H 0.7987 2.8499 -1.1874
9 H -0.9522 3.0025 -1.1016
10 H 0.8326 1.6019 0.9568
11 H -0.8694 2.3612 2.2851
12 H -2.0290 2.4711 0.9680
13 H -2.5661 0.1353 1.0435
14 H -2.5943 0.7459 2.6973
15 H -1.4633 -1.3979 2.4296
16 H -0.3019 -0.6438 1.4830
17 H -0.4029 -0.2020 3.0494
18 H -1.1250 0.3522 -0.8130
19 H 0.4687 0.4281 -1.1064
20 H 2.0666 -1.1271 0.2565
21 H 3.5596 -1.0572 0.7141
22 O 2.7709 -0.5136 0.5714
23 H -0.8057 -1.3025 -3.3534
24 H -0.1826 0.1043 -3.6582
25 O -1.0182 -0.4206 -3.7325
26 H 0.8106 1.3663 4.7696
27 H 1.3816 1.3345 3.3427
28 O 0.5676 1.1435 3.8693
29 H 2.6836 0.7520 1.7204
30 H 3.5882 1.4615 2.7812
31 O 2.7452 1.5396 2.3145
32 H -3.2754 -2.6736 0.2942
33 H -3.6138 -3.6193 1.4761
34 O -3.2823 -2.7386 1.2770
35 H 2.8570 4.1316 0.2503
36 H 2.9940 2.7779 1.0475
37 O 3.3283 3.2876 0.2787
38 H 2.1241 0.9409 -2.6807
39 H 1.6456 1.2193 -4.1826
40 O 1.4394 0.7261 -3.3735
41 H 0.7892 -3.5710 2.6720
42 H 0.6834 -2.9134 1.2636
43 O 0.4582 -2.7863 2.2157
44 H 3.4018 2.0869 -1.0192
45 H 3.0832 0.5704 -0.8396
46 O 3.2888 1.2473 -1.5168
47 H -0.6709 -3.5962 -2.9814
48 H -1.6170 -2.8283 -1.9937
49 O -0.7154 -2.8355 -2.4014
50 H -3.8463 0.4857 -2.6217
51 H -2.3547 -0.0469 -2.8536
52 O -3.1223 0.0343 -2.2057
53 H -4.0514 -2.8727 -1.8244
54 H -3.3284 -1.5482 -1.7395
55 O -3.2604 -2.5050 -1.4275
56 H 1.8798 -3.2759 -0.9105
57 H 0.4635 -2.6525 -1.1084
58 O 1.2067 -2.7586 -0.4643